1.
{
  "formula": "C44H42N2O2PRuTe",
  "method": "ωB97M-V with the def2-TZVPD basis set",
  "species": ["Ru", "O", "C", "O", "C", "C", "C", "C", "C", "C", "P", "C", "C", "C", "C", "C", "C", "C", "C", "C", "C", "C", "C", "H", "H", "H", "H", "H", "H", "H", "H", "H", "H", "H", "H", "H", "H", "C", "C", "C", "C", "C", "C", "Te", "C", "C", "C", "H", "H", "H", "H", "H", "H", "H", "H", "H", "H", "H", "N", "C", "N", "C", "C", "C", "C", "C", "H", "H", "H", "H", "H", "H", "H", "H", "H", "H", "C", "C", "C", "C", "C", "C", "C", "C", "C", "C", "H", "H", "H", "H", "H", "H", "H"],
  "positions_angstrom": [[0.047, 0.838, -1.136], [-1.171, 4.330, -1.649], [-1.446, 3.234, -2.112], [-0.619, 2.361, -2.578], [-2.890, 2.774, -2.165], [-3.908, 3.716, -2.237], [-5.225, 3.315, -2.380], [-5.536, 1.962, -2.428], [-4.533, 1.014, -2.311], [-3.202, 1.410, -2.173], [-1.906, 0.131, -2.072], [-1.741, -0.538, -3.757], [-0.784, 0.025, -4.603], [-0.626, -0.454, -5.894], [-1.426, -1.488, -6.358], [-2.393, -2.037, -5.529], [-2.551, -1.564, -4.235], [-2.716, -1.210, -1.118], [-3.567, -0.882, -0.061], [-4.055, -1.861, 0.789], [-3.703, -3.188, 0.595], [-2.838, -3.523, -0.436], [-2.329, -2.540, -1.272], [-3.635, 4.762, -2.198], [-6.011, 4.055, -2.458], [-6.562, 1.641, -2.549], [-4.795, -0.036, -2.320], [-0.176, 0.849, -4.254], [0.124, -0.015, -6.539], [-1.299, -1.864, -7.365], [-3.030, -2.835, -5.888], [-3.313, -2.001, -3.602], [-3.843, 0.152, 0.114], [-4.707, -1.581, 1.607], [-4.086, -3.955, 1.256], [-2.539, -4.555, -0.579], [-1.626, -2.814, -2.049], [4.287, -4.449, 3.028], [3.590, -3.689, 1.935], [2.611, -4.284, 1.154], [1.979, -3.606, 0.115], [0.905, -4.335, -0.649], [2.333, -2.274, -0.146], [1.380, -1.287, -1.795], [3.311, -1.655, 0.637], [3.693, -0.220, 0.420], [3.922, -2.369, 1.661], [3.758, -5.371, 3.266], [4.357, -3.853, 3.939], [5.303, -4.714, 2.730], [2.324, -5.311, 1.354], [0.937, -5.401, -0.422], [1.000, -4.208, -1.725], [-0.083, -3.957, -0.371], [2.802, 0.411, 0.410], [4.197, -0.080, -0.539], [4.356, 0.119, 1.219], [4.674, -1.874, 2.267], [1.634, 2.276, -0.695], [2.418, 2.878, -0.099], [3.238, 3.593, 0.623], [4.675, 3.290, 0.686], [5.211, 3.702, 2.053], [4.255, 3.250, 3.154], [2.875, 3.929, 3.024], [2.675, 4.509, 1.624], [5.199, 3.802, -0.125], [4.798, 2.214, 0.550], [5.358, 4.784, 2.096], [6.197, 3.253, 2.182], [4.687, 3.457, 4.133], [4.138, 2.165, 3.091], [2.765, 4.735, 3.752], [2.082, 3.208, 3.227], [3.171, 5.474, 1.509], [1.623, 4.656, 1.389], [-1.639, -2.092, 3.648], [-0.895, -2.467, 2.514], [-0.575, -1.537, 1.563], [-0.963, -0.188, 1.697], [-0.609, 0.807, 0.739], [-0.992, 2.117, 0.965], [-1.789, 2.474, 2.071], [-2.144, 1.532, 2.994], [-1.723, 0.190, 2.839], [-2.048, -0.794, 3.800], [-1.887, -2.832, 4.398], [-0.576, -3.494, 2.390], [-0.008, -1.818, 0.683], [-0.712, 2.908, 0.271], [-2.097, 3.506, 2.186], [-2.737, 1.799, 3.860], [-2.627, -0.499, 4.667]],
  "forces_ev_per_angstrom": [[-0.41, 1.60, -0.99], [0.01, -0.08, -0.17], [-0.47, 0.27, 0.24], [0.73, -0.33, 0.26], [-0.02, -0.19, 0.03], [0.09, 0.02, 0.01], [-0.05, -0.06, 0.00], [-0.03, 0.06, 0.02], [0.05, 0.08, -0.03], [0.00, 0.19, -0.18], [0.13, -1.29, 0.64], [0.01, 0.20, -0.10], [0.03, -0.07, 0.04], [0.00, 0.00, -0.02], [0.01, 0.01, 0.00], [-0.02, -0.01, 0.00], [-0.09, 0.06, -0.06], [0.00, 0.14, 0.08], [0.03, 0.07, -0.01], [-0.05, -0.05, 0.01], [0.00, 0.02, -0.02], [0.02, -0.01, 0.04], [-0.06, -0.02, -0.10], [0.00, 0.00, 0.00], [0.00, 0.00, 0.00], [-0.01, 0.01, 0.01], [0.03, 0.00, -0.02], [0.01, -0.01, 0.00], [0.00, 0.00, 0.00], [0.00, 0.00, 0.00], [0.01, -0.01, 0.00], [0.01, 0.01, 0.00], [0.02, -0.02, 0.00], [0.01, 0.00, 0.01], [0.00, -0.01, 0.00], [0.00, 0.00, -0.02], [0.01, 0.01, 0.02], [0.00, -0.01, 0.05], [-0.04, 0.03, -0.08], [0.08, 0.02, 0.04], [-0.05, 0.04, -0.10], [-0.01, -0.03, 0.02], [0.04, 0.05, -0.13], [-0.29, -0.25, 0.15], [0.01, 0.10, 0.03], [-0.06, 0.01, 0.06], [-0.02, 0.00, 0.05], [0.00, 0.00, 0.00], [0.01, 0.00, 0.00], [0.00, 0.00, 0.00], [0.01, -0.02, 0.00], [-0.01, 0.00, 0.03], [0.02, -0.02, -0.01], [0.00, 0.01, -0.02], [0.08, -0.08, 0.03], [-0.02, -0.01, -0.02], [0.03, -0.02, -0.01], [0.01, 0.00, 0.01], [0.32, -0.49, 0.26], [-0.19, -0.01, 0.12], [-0.07, 0.16, -0.06], [0.05, -0.05, -0.05], [0.02, -0.02, -0.02], [0.01, 0.00, 0.03], [-0.05, 0.04, -0.01], [0.02, 0.00, 0.00], [0.01, 0.00, 0.02], [0.03, 0.06, -0.02], [-0.02, 0.01, 0.00], [0.00, 0.00, 0.01], [-0.01, -0.01, 0.00], [-0.01, 0.01, -0.02], [0.01, 0.01, -0.01], [0.01, 0.00, 0.01], [0.00, -0.01, 0.04], [0.00, 0.00, 0.02], [-0.09, 0.13, 0.10], [0.08, 0.06, -0.18], [0.08, -0.21, -0.05], [0.03, 0.02, 0.00], [-0.20, 0.24, -0.02], [0.21, -0.25, -0.16], [-0.11, 0.01, 0.19], [0.02, 0.13, -0.07], [0.10, -0.05, -0.09], [0.01, -0.19, 0.04], [-0.01, 0.00, 0.01], [0.00, -0.01, 0.00], [-0.08, 0.02, 0.12], [0.03, 0.00, 0.01], [-0.02, -0.01, 0.00], [-0.01, 0.00, 0.00], [0.00, 0.00, 0.01]],
  "lowdin_charge": [0.686, 0.047, -0.642, -0.205, -0.125, -0.013, -0.066, -0.071, -0.087, -0.251, 0.980, -0.341, -0.109, -0.072, -0.081, -0.076, -0.090, -0.342, -0.099, -0.073, -0.083, -0.086, -0.127, 0.119, 0.104, 0.104, 0.107, 0.083, 0.106, 0.103, 0.104, 0.101, 0.113, 0.109, 0.105, 0.106, 0.087, -0.053, -0.268, -0.022, -0.329, -0.099, -0.501, 0.995, -0.310, -0.105, -0.017, 0.073, 0.078, 0.082, 0.113, 0.078, 0.043, 0.047, 0.028, 0.082, 0.064, 0.115, 0.127, -0.211, -0.072, -0.126, -0.179, -0.178, -0.155, -0.127, 0.126, 0.100, 0.114, 0.116, 0.108, 0.108, 0.112, 0.111, 0.124, 0.129, -0.082, -0.072, -0.043, -0.179, -0.235, -0.132, -0.078, -0.045, -0.179, -0.044, 0.101, 0.106, 0.045, 0.070, 0.106, 0.109, 0.109],
  "e_lumo_ev": [-0.41, -0.50],
  "spin_multiplicity": 2
}



2.
{
  "formula": "C44H42N6O4P2S2Se2SiTi",
  "method": "ωB97M-V with the def2-TZVPD basis set",
  "species": ["Ti", "O", "C", "O", "C", "C", "C", "C", "C", "N", "C", "O", "O", "H", "H", "H", "H", "H", "C", "C", "N", "C", "C", "S", "C", "C", "S", "C", "N", "C", "H", "H", "H", "H", "H", "H", "H", "H", "Se", "P", "C", "C", "C", "C", "C", "C", "C", "C", "C", "C", "C", "C", "C", "C", "N", "N", "N", "P", "Se", "C", "C", "C", "C", "C", "C", "C", "C", "C", "C", "C", "C", "H", "H", "H", "H", "H", "H", "H", "H", "H", "H", "H", "H", "H", "H", "H", "H", "H", "H", "H", "H", "C", "Si", "C", "C", "H", "H", "H", "H", "H", "H", "H", "H", "H"],
  "positions_angstrom": [[-17.105, 0.981, 12.338], [-19.503, -1.179, 15.081], [-18.610, -0.628, 14.270], [-18.695, 0.448, 13.698], [-17.380, -1.414, 14.007], [-17.130, -2.645, 14.499], [-15.997, -3.433, 14.001], [-15.271, -2.861, 12.989], [-15.599, -1.516, 12.498], [-16.575, -0.750, 13.111], [-15.085, -0.929, 11.399], [-14.055, -1.436, 10.645], [-15.500, 0.366, 11.101], [-20.253, -0.578, 15.025], [-17.822, -3.059, 15.232], [-15.836, -4.406, 14.436], [-14.402, -3.362, 12.607], [-14.399, -2.221, 10.156], [-13.761, 0.630, 13.967], [-14.571, 1.859, 14.186], [-15.754, 2.196, 13.648], [-16.138, 3.414, 14.170], [-15.282, 3.993, 15.050], [-13.918, 2.975, 15.289], [-17.392, 4.002, 13.723], [-17.907, 5.218, 13.996], [-19.487, 5.337, 13.299], [-19.316, 3.741, 12.698], [-18.177, 3.166, 12.989], [-20.371, 3.106, 11.861], [-13.641, 0.427, 12.921], [-14.309, -0.264, 14.344], [-12.787, 0.710, 14.476], [-15.418, 4.914, 15.563], [-17.522, 6.055, 14.537], [-21.349, 3.550, 12.075], [-20.471, 2.037, 12.076], [-20.093, 3.243, 10.818], [-18.573, 1.414, 5.673], [-19.965, 0.808, 7.110], [-21.114, -0.400, 6.381], [-21.265, -1.731, 6.676], [-22.104, -2.534, 5.915], [-22.813, -1.979, 4.875], [-22.682, -0.623, 4.585], [-21.830, 0.158, 5.326], [-21.129, 2.160, 7.531], [-22.371, 1.859, 8.123], [-23.281, 2.853, 8.414], [-22.964, 4.167, 8.071], [-21.766, 4.463, 7.457], [-20.843, 3.456, 7.159], [-19.262, 0.416, 8.776], [-18.980, -0.610, 9.659], [-18.388, -0.014, 10.735], [-18.341, 1.278, 10.495], [-18.840, 1.581, 9.334], [-19.104, -2.414, 9.593], [-18.186, -3.301, 11.256], [-20.819, -2.897, 9.673], [-21.050, -4.276, 9.602], [-22.343, -4.774, 9.676], [-23.413, -3.869, 9.792], [-23.196, -2.508, 9.888], [-21.889, -2.037, 9.844], [-18.349, -2.931, 8.016], [-17.194, -2.320, 7.622], [-16.555, -2.756, 6.479], [-17.087, -3.770, 5.698], [-18.286, -4.355, 6.075], [-18.901, -3.951, 7.245], [-20.727, -2.167, 7.482], [-22.158, -3.587, 6.124], [-23.419, -2.599, 4.257], [-23.287, -0.185, 3.812], [-21.723, 1.241, 5.105], [-22.613, 0.821, 8.288], [-24.243, 2.615, 8.836], [-23.682, 4.958, 8.290], [-21.532, 5.493, 7.207], [-19.906, 3.668, 6.644], [-20.200, -4.947, 9.579], [-22.525, -5.832, 9.695], [-24.428, -4.241, 9.845], [-24.004, -1.807, 10.029], [-21.662, -0.971, 9.939], [-16.786, -1.512, 8.203], [-15.615, -2.258, 6.238], [-16.602, -4.067, 4.793], [-18.735, -5.153, 5.533], [-19.829, -4.404, 7.521], [-15.704, 2.848, 10.021], [-14.745, 1.264, 9.835], [-12.949, 1.515, 10.243], [-14.953, 0.382, 8.216], [-15.006, 3.629, 9.716], [-16.065, 3.130, 11.015], [-16.563, 2.916, 9.345], [-12.428, 1.935, 9.362], [-12.458, 0.595, 10.490], [-12.757, 2.222, 11.043], [-14.402, 0.978, 7.493], [-15.999, 0.318, 7.907], [-14.493, -0.614, 8.250]],
  "forces_ev_per_angstrom": [[-1.21, 0.65, 0.04], [0.26, 1.01, -0.79], [1.89, -1.94, 0.29], [-0.96, 0.75, 0.04], [-0.38, -0.08, 0.43], [-0.15, -0.47, 0.15], [-0.29, 1.94, -0.69], [-0.57, -0.18, 1.29], [0.38, -0.18, -1.06], [-0.34, -0.02, 0.58], [0.71, -1.05, 0.56], [-0.75, -0.45, -0.43], [0.43, -0.83, 0.07], [-0.69, 0.04, 0.41], [0.19, 0.03, -0.29], [0.33, -0.06, -0.20], [0.13, -0.10, -0.38], [0.36, 0.75, 0.38], [-0.56, -0.77, 0.59], [-0.27, -0.18, -0.26], [1.42, -0.24, 0.83], [0.27, 0.84, 0.20], [0.19, -0.73, -0.16], [-0.78, 0.43, -0.30], [0.49, -0.35, 0.39], [-0.86, 0.39, -0.31], [0.67, -0.45, 0.15], [-0.31, -0.45, -0.29], [-0.33, -0.31, -0.57], [-0.47, 0.02, 0.34], [0.33, 0.05, -0.58], [0.38, 0.63, 0.02], [-0.43, -0.07, -0.32], [0.00, 0.45, 0.25], [0.33, 0.09, 0.21], [0.21, 0.09, -0.26], [0.30, 0.15, -0.07], [-0.26, -0.08, -0.18], [0.54, -0.13, 0.10], [-0.42, 0.17, 0.11], [0.32, 0.43, 0.21], [-0.01, -0.16, -0.08], [0.19, 0.16, 0.03], [0.35, 0.26, 0.00], [-0.29, -0.22, 0.13], [-0.10, 1.09, -0.24], [-0.46, -0.35, 0.05], [0.65, -0.10, -0.14], [0.25, 0.13, -0.37], [-0.42, 0.15, 0.34], [0.41, 0.16, -0.16], [0.06, 0.38, 0.19], [-0.36, 1.04, -0.78], [0.40, -0.20, 0.55], [-0.23, -0.28, -0.30], [0.35, -0.55, 0.25], [-0.15, -0.02, -0.14], [0.56, -0.05, 0.63], [0.39, -0.16, 0.05], [-0.57, -0.54, -0.34], [-0.30, -0.19, 0.32], [-0.15, 1.05, 0.07], [0.00, -0.55, 0.03], [0.62, 0.01, 0.10], [0.32, 0.79, -0.03], [-1.44, -0.14, 0.49], [0.48, 0.06, -0.13], [0.73, 0.42, -0.14], [-0.14, 0.30, 0.19], [0.24, 0.22, 0.67], [0.22, 0.22, -0.15], [0.23, -0.15, 0.18], [-0.13, -0.25, 0.09], [-0.51, -0.32, -0.31], [0.00, 0.12, -0.30], [-0.09, -0.91, 0.07], [-0.13, -0.21, 0.22], [-0.11, -0.05, 0.12], [0.21, -0.13, -0.10], [-0.04, -0.10, -0.07], [-0.24, 0.02, 0.17], [-0.09, -0.07, -0.02], [-0.04, -0.26, -0.13], [0.01, -0.08, -0.01], [-0.16, -0.04, -0.04], [-0.29, -0.23, -0.07], [0.13, 0.09, 0.12], [-0.26, -0.25, -0.29], [0.26, -0.17, -0.32], [-0.14, -0.37, -0.56], [-0.33, -0.20, 0.12], [-0.05, 0.31, -0.64], [-0.07, 0.17, 0.07], [0.04, 0.60, -0.58], [0.07, 0.07, 0.38], [-0.01, 0.25, 0.05], [0.18, -0.14, 0.10], [0.11, -0.12, 0.06], [-0.26, -0.21, 0.22], [0.28, -0.62, 0.09], [-0.17, 0.16, 0.29], [-0.04, 0.03, -0.33], [0.09, 0.10, -0.11], [-0.14, 0.26, -0.05]],
  "lowdin_charge": [1.086, 0.185, -0.416, 0.013, -0.253, -0.017, -0.047, -0.013, -0.292, -0.039, -0.394, 0.038, -0.240, 0.143, 0.126, 0.109, 0.116, 0.145, -0.056, -0.580, 0.019, -0.322, -0.298, 1.153, -0.347, -0.298, 1.129, -0.606, 0.035, -0.070, 0.060, 0.104, 0.091, 0.080, 0.078, 0.084, 0.079, 0.073, 0.306, 0.528, -0.358, -0.084, -0.057, -0.065, -0.059, -0.114, -0.373, -0.084, -0.077, -0.086, -0.074, -0.108, -0.355, -0.372, -0.033, -0.149, 0.038, 0.562, 0.478, -0.409, -0.128, -0.046, -0.065, -0.067, -0.092, -0.343, -0.104, -0.057, -0.051, -0.049, -0.085, 0.041, 0.107, 0.101, 0.108, 0.119, 0.096, 0.103, 0.108, 0.107, 0.061, 0.092, 0.106, 0.107, 0.107, 0.101, 0.070, 0.113, 0.106, 0.106, 0.084, -0.135, 0.495, -0.135, -0.124, 0.048, 0.013, 0.035, 0.058, 0.027, 0.036, 0.051, 0.017, 0.043],
  "total_charge": 1,
  "e_lumo_ev": [-2.88, -2.76],
  "relative_energy_ev": 0.092,
  "spin_multiplicity": 2
}